Record 1
The following is a quantum chemistry calculation of an isolated ion of composition C5H9NO and charge +1 at a distorted geometry, from the Open Molecules 2025 dataset.

Structure (XYZ):
```
16
Properties=species:S:1:pos:R:3:forces:R:3
O -1.621721 0.164336 2.172293 0.2 0.1 0.1
C -1.406096 -0.669200 1.327274 -0.2 0.4 0.4
C -1.541007 -0.299703 -0.129661 -0.8 0.3 -0.6
C -0.260911 -0.466141 -0.913740 0.5 -1.0 0.7
C 0.879985 0.334738 -0.367474 -0.7 -0.3 0.1
C 2.211729 -0.017030 -0.634418 -0.1 0.7 -0.7
N 0.613953 1.384603 0.403946 1.5 0.4 0.3
H -1.087437 -1.669325 1.663992 -0.1 -0.2 -0.4
H -1.911634 0.725006 -0.184285 0.2 0.1 0.2
H -2.360801 -0.854072 -0.595226 0.2 -0.4 0.1
H -0.330526 -0.246243 -1.980749 -0.2 0.4 0.0
H 0.023079 -1.521281 -0.912973 0.2 -0.1 0.0
H 2.996444 0.726920 -0.567740 0.1 -0.2 0.3
H 2.418840 -0.997929 -1.037203 0.1 0.0 0.0
H 1.391574 2.026263 0.547592 0.0 -0.1 0.2
H -0.015469 1.379056 1.208372 -0.9 0.0 -0.7
```
Positions in Å, forces in eV/Å.

As for the energy above the lowest of the compared OMol25 structures with the same formula, charge and spin: 21.4 kcal/mol. Its spin multiplicity is 2. As for the total charge: +1. The calculation puts the HOMO-LUMO gap (alpha / beta) at 9.78 / 6.75 eV.

=====

Record 2
The following is a quantum chemistry calculation of C41H37F5P2SSn as an isolated structure at a distorted geometry, from the Open Molecules 2025 dataset.

Structure (XYZ):
```
87
Properties=species:S:1:pos:R:3:forces:R:3
Sn -1.174305 -0.110307 -1.787121 -0.3 -0.8 3.5
C -0.730338 -0.559355 -3.748325 1.1 -1.1 -2.0
C 0.460690 0.202375 -3.465512 -0.7 -0.6 -0.4
C 0.648624 1.647523 -3.701781 0.3 1.6 -0.3
C -0.561045 2.567628 -3.425063 1.0 0.2 -1.5
C -1.556709 2.177250 -2.418060 -2.1 0.6 0.3
C -2.691759 1.382286 -2.594765 0.5 1.7 -1.2
C -3.114120 0.555480 -3.779618 0.4 -0.7 -0.9
C -1.925563 -0.119812 -4.542620 -0.9 0.9 -1.3
C -0.082358 -0.300793 0.978838 3.0 -1.1 2.1
H -0.533642 -1.641335 -3.811876 -0.1 0.6 -0.1
H 1.398531 -0.353625 -3.377287 -0.5 0.0 0.0
H 0.969994 1.868048 -4.743334 -0.1 -0.4 0.2
H 1.511794 2.001756 -3.118236 -0.4 -0.1 0.0
H -0.177963 3.576110 -3.150933 -0.3 -0.6 -0.4
H -1.138838 2.627330 -4.362327 0.4 0.4 0.1
H -1.648580 2.923841 -1.610773 0.1 -0.9 -0.2
H -3.463941 1.576959 -1.886250 -0.4 -0.2 0.6
H -3.758794 1.089433 -4.510631 0.4 0.3 0.4
H -3.765637 -0.240300 -3.427929 0.0 -0.1 0.3
H -2.315168 -1.024828 -5.036195 0.0 0.5 0.0
H -1.621200 0.583877 -5.334206 0.0 -0.3 0.0
H -1.014180 -0.844337 1.179675 0.5 -0.5 -1.3
H -0.242147 0.723241 1.466856 0.9 -1.6 -1.2
H 0.691874 -0.849494 1.541841 -0.9 0.2 1.3
P 1.352289 -0.448261 -0.519685 -1.4 -0.1 -1.0
P -1.007725 2.560710 0.760042 0.6 2.6 -0.5
C 1.432336 1.372793 -0.660608 -0.9 1.7 1.1
C 0.663180 2.333987 -0.002726 0.5 -0.9 -0.7
C 3.286445 -0.647314 -0.586159 -0.3 -0.2 0.6
C 4.104911 0.014228 -1.539449 -0.3 -0.2 0.3
C 5.492239 -0.235937 -1.567503 -0.8 -0.1 0.2
C 6.059187 -1.129697 -0.644693 -0.4 0.3 -0.1
C 5.248170 -1.773359 0.304466 0.3 0.2 -0.3
C 3.867809 -1.547590 0.323452 -0.1 0.1 -0.3
C 0.978652 -2.147772 -1.541858 -1.2 -0.3 1.0
C -0.316328 -2.755998 -1.483627 0.2 0.5 0.5
C -0.678328 -3.820790 -2.315299 0.6 -0.2 0.2
C 0.298338 -4.439126 -3.111169 0.1 0.6 0.3
C 1.603691 -3.931536 -3.091340 -0.4 -0.1 0.1
C 1.936757 -2.827047 -2.296520 0.2 0.5 -0.1
C -0.778509 3.509392 2.227871 0.3 -0.1 1.1
C 0.528873 3.624271 2.749685 -0.6 0.4 -0.3
C 0.780246 4.506215 3.781254 -0.1 0.7 0.6
C -0.270450 5.193878 4.416127 0.1 -0.5 -0.4
C -1.590556 4.933437 4.019192 0.4 0.1 0.2
C -1.855578 4.081352 2.952817 0.4 0.1 -0.4
C -2.786380 2.156013 0.763448 -0.6 -1.2 0.5
C -3.102825 1.046210 1.567218 0.0 -0.3 -0.5
C -4.319343 0.385714 1.399479 -0.5 -0.1 0.0
C -5.317501 0.941735 0.583408 0.5 0.3 0.4
C -5.123987 2.233783 0.048341 -0.2 -0.7 0.6
C -3.876771 2.846997 0.157648 0.7 -0.4 -0.2
H 2.330010 1.814064 -1.126348 -0.3 -0.5 0.6
H 1.205519 3.289562 0.126562 -0.7 -0.3 -0.2
H 3.654971 0.700802 -2.283459 0.4 -0.5 0.5
H 6.092499 0.279222 -2.321044 -0.1 -0.3 0.3
H 7.135891 -1.305119 -0.679495 -0.3 0.0 0.1
H 5.707511 -2.448725 1.032752 -0.3 0.2 -0.3
H 3.227165 -2.103762 1.013031 0.2 0.2 -0.2
H -1.053782 -2.390659 -0.742862 0.6 -0.5 -0.5
H -1.703649 -4.200272 -2.311710 0.4 0.1 0.2
H 0.054110 -5.333253 -3.680203 0.0 0.3 -0.1
H 2.379237 -4.402362 -3.700328 -0.2 0.1 0.3
H 2.975677 -2.519102 -2.244230 -0.1 0.1 -0.2
H 1.337359 3.048973 2.315743 0.0 0.1 0.0
H 1.813873 4.681868 4.091384 -0.4 -0.2 0.0
H -0.062763 5.886676 5.228977 -0.1 -0.2 -0.2
H -2.408202 5.416177 4.558218 0.2 -0.2 -0.2
H -2.891756 3.888323 2.667078 0.4 0.1 0.0
H -2.372350 0.703281 2.309989 -0.2 -0.2 -0.6
H -4.472640 -0.581895 1.892524 -0.1 0.5 -0.1
H -6.268116 0.414883 0.456345 0.4 0.2 0.0
H -5.983471 2.716189 -0.425623 0.5 0.1 0.1
H -3.755319 3.861796 -0.201829 0.3 -0.1 -0.3
F 1.660473 -4.093424 7.340170 0.0 0.0 0.4
C 1.345942 -3.991688 6.044663 -0.2 -0.1 0.0
C 0.095692 -4.409804 5.594387 0.0 0.1 -0.2
F -0.821456 -4.863902 6.471513 0.3 0.1 -0.1
C -0.201694 -4.348817 4.246415 0.5 0.4 -0.2
F -1.421468 -4.708757 3.821870 0.0 -0.2 0.3
C 0.723471 -3.878953 3.282298 0.6 0.1 2.5
S 0.397026 -3.902046 1.667046 -0.4 0.3 -2.7
C 1.946423 -3.398307 3.817614 -0.8 -0.3 -0.3
F 2.832492 -2.835388 2.968958 0.2 -0.1 0.3
C 2.265819 -3.464041 5.155719 0.0 0.0 -0.2
F 3.461442 -3.016778 5.585698 -0.2 -0.1 0.1
```
Positions in Å, forces in eV/Å.

As for the energy above the lowest of the compared OMol25 structures with the same formula, charge and spin: 133.5 kcal/mol. Its spin multiplicity is 1. As for the total charge: 0. The calculation puts the HOMO-LUMO gap at 4.51 eV.

=====

Record 3
The following is a quantum chemistry calculation of a 2-piece molecular cluster, C7H13N3O overall at a distorted geometry, from the Open Molecules 2025 dataset.

Structure (XYZ):
```
24
Properties=species:S:1:pos:R:3:forces:R:3
C 0.624368 0.700195 -1.897841 0.3 -0.2 0.1
C 0.451210 2.194792 -1.966936 -1.1 0.4 -0.7
C 1.753050 2.891670 -2.395049 0.5 0.2 -1.2
C 1.988938 3.139989 -0.914205 0.6 0.3 0.3
C -0.009284 -1.565084 1.040433 -0.5 -0.4 0.3
C -2.183072 -4.023840 2.220920 0.0 -0.7 -0.6
C -2.279580 -2.627475 2.680751 -0.6 0.5 0.8
H 1.397676 0.347734 -1.158237 -0.4 0.0 -0.2
H -0.443965 2.374995 -2.598022 0.4 0.0 0.4
H 1.525564 3.814847 -2.970429 0.2 -0.6 0.5
H 2.497563 2.295424 -2.940405 -0.2 0.2 0.1
H 2.588423 2.322258 -0.473855 -0.2 0.3 0.0
H 2.431798 4.107102 -0.628885 -0.3 -0.3 0.0
H 0.240671 2.517462 0.132090 0.0 0.0 0.0
H -0.705534 -0.734126 1.211971 0.1 -0.1 -0.2
H 1.026241 -1.327580 0.793503 -0.2 -0.4 0.1
H -1.374924 -4.652118 2.636874 -0.5 0.5 -0.2
H -3.083997 -4.551424 1.883113 0.5 0.2 0.1
H -3.220813 -2.086114 2.660556 0.0 -0.2 0.3
H -1.620757 -2.376848 3.505110 0.2 0.3 -0.3
N 0.534819 2.986817 -0.717864 -0.1 -0.5 0.3
N -0.409180 -2.774131 1.149674 1.1 0.8 -0.4
N -1.768726 -2.905286 1.366182 -0.1 -0.5 0.1
O 0.039510 -0.069260 -2.619447 0.3 0.3 0.4
```
Positions in Å, forces in eV/Å.

Its SMILES is O=C[C@@H]1CCN1.C=NN1CC1. As for the energy above the lowest of the compared OMol25 structures with the same formula, charge and spin: 119.5 kcal/mol. Its spin multiplicity is 1. As for the total charge: 0. The calculation puts the HOMO-LUMO gap at 9.82 eV.

=====

Record 4
The following is a quantum chemistry calculation of a 2-piece molecular cluster, C8H8N4O4 overall at a distorted geometry, from the Open Molecules 2025 dataset.

Structure (XYZ):
```
24
Properties=species:S:1:pos:R:3:forces:R:3
C 2.273038 -0.407196 0.165564 -0.2 0.8 0.2
C 3.170608 -1.513299 -0.068092 0.2 -1.7 -0.4
C 4.482990 -1.326011 -0.306756 0.3 -0.1 -0.8
C 4.305927 1.080036 -0.033636 -1.9 -1.4 -0.3
C -4.267269 0.770748 -0.792740 0.2 -2.0 3.0
C -4.206921 1.165731 0.659417 -0.4 6.5 -1.5
C -3.451060 0.647419 1.628730 -1.8 -1.4 -1.3
C -2.853809 -1.099043 0.013699 3.0 -2.6 4.6
H 2.319101 1.609802 0.237269 0.6 -0.3 0.0
H 2.775825 -2.532662 -0.172258 0.1 0.7 0.2
H 5.117484 -2.181560 -0.663753 -0.5 1.2 0.7
H 5.986604 0.165510 -0.419246 1.6 -0.3 -0.3
H -3.557643 -1.093818 -1.665423 -0.9 1.0 0.3
H -4.381827 2.330365 0.844413 -0.2 -2.7 -0.6
H -3.427563 1.104081 2.588870 0.5 0.2 0.6
H -2.461669 -0.967968 2.073876 3.5 -2.3 3.2
N 2.948132 0.808545 0.128749 -0.2 1.0 0.2
N 5.040302 -0.052885 -0.314234 -1.4 -0.6 0.5
N -3.769047 -0.611714 -0.763405 -1.4 1.1 -4.8
N -3.047091 -0.622688 1.450705 -0.9 0.2 -5.2
O 1.071973 -0.386416 0.358894 0.4 -0.6 -0.1
O 4.750197 2.180520 0.004043 0.9 1.4 0.1
O -4.698040 1.297691 -1.773654 0.3 -0.1 0.3
O -2.036307 -1.965905 -0.330978 -1.7 1.9 1.4
```
Positions in Å, forces in eV/Å.

Its SMILES is O=c1cc[nH]c(=O)[nH]1.O=c1cc[nH]c(=O)[nH]1. As for the energy above the lowest of the compared OMol25 structures with the same formula, charge and spin: 61.0 kcal/mol. Its spin multiplicity is 1. As for the total charge: 0. The calculation puts the HOMO-LUMO gap at 9.74 eV.

=====

Record 5
The following is a quantum chemistry calculation of a 2-piece molecular cluster, C28H46BrF3N3O8 overall at a distorted geometry, from the Open Molecules 2025 dataset.

Structure (XYZ):
```
89
Properties=species:S:1:pos:R:3:forces:R:3
C 2.830989 -3.918626 0.691813 -0.4 0.2 -0.9
C 3.640821 -2.621713 0.349859 -0.1 -0.6 0.4
O 2.980704 -1.415431 0.791133 0.3 0.0 -1.0
C 3.501570 -0.340904 -0.043640 0.6 0.0 0.8
C 3.458689 1.042388 0.681013 -0.6 -0.4 0.1
C 2.185916 1.915175 0.388610 0.7 0.2 0.0
C 1.892793 2.169783 -1.132330 -0.6 0.2 0.1
C 0.358759 2.076067 -1.495501 0.4 -0.3 -0.1
C -0.203103 0.698478 -1.067195 -0.7 0.4 0.3
N 0.391471 -0.382346 -1.548663 -0.7 1.4 0.4
N -0.097074 -1.536139 -1.196793 0.3 -3.3 0.4
C 0.612348 -2.691649 -1.834373 0.3 -0.3 -1.1
C -0.190859 -3.139617 -3.102799 1.1 0.8 -0.3
C 0.498722 -4.393427 -3.728368 -1.1 0.8 -1.1
N 0.344318 -4.562395 -5.171835 -0.2 0.6 0.5
O 1.147134 -5.154901 -3.094712 0.4 -0.3 0.7
C -1.114565 -1.864524 -0.371529 -1.4 2.1 1.4
C -1.569019 -3.299691 0.000171 -0.2 0.4 -0.2
C -2.797026 -3.823446 -0.866542 -0.8 -0.5 1.5
C -3.968217 -4.242519 0.118034 0.0 -0.1 -0.1
Br -2.334658 -5.502030 -1.833745 0.0 0.8 0.1
C -1.850993 -0.735709 0.224270 1.5 0.1 -1.8
C -3.026072 -0.919495 1.190907 0.6 0.6 1.2
C -2.514732 -0.633633 2.666301 -0.3 -0.8 -0.2
O -1.697232 0.543652 2.726177 -0.1 -0.4 0.8
C -0.814151 0.499015 3.796471 0.0 1.1 0.7
O 0.127500 -0.211351 3.873098 0.1 -0.7 -0.5
C -1.351942 0.554753 -0.190148 -0.4 -0.8 0.6
O -1.948508 1.708165 0.250827 -0.1 -1.0 -0.9
C -3.206935 1.960475 -0.410177 -1.1 1.3 -0.6
C -3.117689 2.190779 -1.960761 -0.2 0.3 -0.9
O -4.196735 1.555413 -2.672519 1.1 -0.4 0.4
C -4.036414 0.129729 -2.692587 -1.3 -1.1 0.5
C -4.391778 -0.505985 -4.080342 -0.1 0.7 -0.1
H 2.590483 -4.429554 -0.275198 0.2 0.2 0.8
H 1.845003 -3.661997 1.152063 0.9 -0.1 0.0
H 3.390393 -4.654262 1.304399 -0.4 0.7 -0.2
H 4.631609 -2.659729 0.860107 -0.5 0.0 -0.6
H 3.786969 -2.571854 -0.760336 0.0 -0.1 0.8
H 4.581354 -0.588463 -0.210123 -0.8 0.3 -0.2
H 2.931961 -0.387525 -1.000544 0.6 0.3 0.4
H 4.398689 1.601814 0.469649 -0.7 -0.3 0.0
H 3.447157 0.821179 1.777114 0.2 0.2 -0.8
H 1.329657 1.457497 0.940542 0.4 0.3 -0.6
H 2.370366 2.919102 0.849884 -0.3 -0.8 -0.2
H 2.227271 3.200840 -1.383932 -0.2 -0.7 0.0
H 2.420131 1.475140 -1.822678 -0.2 0.4 0.7
H 0.274771 2.190446 -2.607339 -0.1 -0.3 0.9
H -0.238927 2.902934 -1.053458 0.5 -0.7 -0.1
H 0.827347 -3.502079 -1.115141 -0.5 0.5 -0.4
H 1.604791 -2.346219 -2.210753 -0.8 0.1 0.6
H -1.283981 -3.244885 -2.948450 0.8 -0.3 0.0
H -0.067278 -2.313596 -3.853771 -0.2 -0.6 0.6
H 0.567144 -3.667787 -5.624737 -0.1 -0.4 0.1
H -0.642811 -4.716222 -5.396459 0.2 -0.1 0.1
H -0.749019 -4.042995 0.049227 -0.5 0.6 -0.3
H -1.966853 -3.220311 1.040525 0.6 0.0 -0.8
H -3.218011 -3.049120 -1.540906 0.7 -0.7 0.0
H -3.546599 -4.644715 1.073343 -0.3 0.4 -0.7
H -4.603287 -5.049923 -0.306071 0.5 0.6 0.1
H -4.651298 -3.383097 0.328171 0.6 -0.6 -0.1
H -3.878067 -0.230240 1.023554 0.7 -0.4 -0.3
H -3.442870 -1.946815 1.223451 0.4 0.8 -0.3
H -3.415750 -0.504593 3.317855 0.7 -0.1 -0.4
H -1.908324 -1.499752 3.029312 -0.5 0.5 -0.3
H -1.000053 1.234571 4.623573 -0.4 -0.2 -0.9
H -3.993578 1.196161 -0.228320 0.8 0.3 0.0
H -3.596410 2.909601 0.031676 0.5 -0.8 -0.1
H -3.205988 3.273316 -2.224351 0.1 -0.8 0.4
H -2.174690 1.831285 -2.436170 -0.3 0.2 0.7
H -3.042024 -0.200851 -2.304341 -0.4 0.4 -0.5
H -4.790252 -0.277499 -1.960428 0.7 0.2 -0.4
H -5.258062 -1.207016 -4.006904 0.9 0.4 0.0
H -4.741284 0.327501 -4.735529 0.4 -0.6 0.4
H -3.526292 -1.008925 -4.572728 -0.7 0.4 0.4
C 1.793381 4.105534 4.187296 0.2 -0.2 -0.2
C 2.109248 5.551372 4.507413 -0.6 -0.2 0.2
O 3.510826 5.814033 4.337046 0.5 0.3 -0.3
C 3.912090 6.047444 3.084493 -1.1 -0.2 0.4
O 3.195659 6.044498 2.123759 0.5 0.0 -0.1
C 5.410441 6.360356 3.058327 1.5 0.3 -0.1
F 6.117824 5.510979 3.822382 -0.4 0.0 -0.1
F 5.657637 7.599774 3.515941 -0.4 -0.2 0.0
F 5.917630 6.289063 1.822133 -0.5 -0.1 0.2
H 2.417766 3.436435 4.782642 -0.1 0.1 0.1
H 0.744745 3.885462 4.393068 0.0 0.1 0.0
H 1.994517 3.880559 3.138403 -0.1 0.1 0.0
H 1.879577 5.758104 5.552365 0.3 0.1 0.0
H 1.511240 6.236679 3.904826 0.2 0.0 -0.1
```
Positions in Å, forces in eV/Å.

Its spin multiplicity is 1. As for the total charge: +1. The calculation puts the HOMO-LUMO gap at 8.12 eV.

=====

- Which formula does entry 3 have?
  C7H13N3O